[1]
Below is a 3-piece molecular cluster, C3H13NO2 overall, with properties calculated with the ωB97M-V functional and the def2-TZVPD basis.

HOMO-LUMO gap, eV: 9.8
HOMO, eV: -8.99
SMILES: CN(C)C.O.O
DFT total energy, a.u.: -327.3136
Relative energy (zero: lowest compared OMol25 entry of this formula, charge and spin), kcal per mole: 17.7
Spin multiplicity: 1

Each atom is followed by the atoms it is bonded to, with distances in Å.
Element x y z (Å)
1 C -1.14800 -0.08007 -1.24233  N2 1.453, H5 1.089, H6 1.089, H7 1.089
2 N 0.04267 -0.36297 -0.45832  C1 1.453, C3 1.447, C4 1.452
3 C 0.23170 -1.78892 -0.29758  N2 1.447, H8 1.091, H9 1.089, H10 1.100
4 C 1.21963 0.26243 -1.03453  N2 1.452, H11 1.081, H12 1.087, H13 1.097
5 H -2.02150 -0.38391 -0.66812  C1 1.089
6 H -1.09466 -0.59655 -2.19989  C1 1.089
7 H -1.21142 0.99184 -1.42656  C1 1.089
8 H 1.08605 -1.96052 0.35826  C3 1.091
9 H -0.67439 -2.24429 0.10013  C3 1.089
10 H 0.40704 -2.28863 -1.26170  C3 1.100
11 H 2.09875 -0.14651 -0.55704  C4 1.081
12 H 1.17522 1.34723 -0.98154  C4 1.087
13 H 1.33997 0.00723 -2.09507  C4 1.097
14 H -0.93202 1.50778 1.76301  O16 0.971
15 H -1.94346 2.52202 2.28602  O16 0.962
16 O -1.80719 1.88465 1.57792  H14 0.971, H15 0.962
17 H 1.57984 0.34189 2.64492  O19 0.963
18 H 0.80203 0.23982 1.32625  O19 0.983
19 O 0.84974 0.74747 2.16616  H17 0.963, H18 0.983

Here are the Mulliken charges for atoms 1 to 2, given in e: -1.1481 0.0140


[2]
Below is a 3-piece molecular cluster, C3H13NO2 overall, with properties calculated with the ωB97M-V functional and the def2-TZVPD basis.

Expectation value of S²: 0.756
HOMO-LUMO gap (spin up / spin down), eV: 11.6 / 5.4
HOMO (spin up / spin down), eV: -15.39 / -15.38
Total charge: +1
DFT total energy, a.u.: -326.8948
Relative energy (zero: lowest compared OMol25 entry of this formula, charge and spin), kcal per mole: 74.9
Spin multiplicity: 2

Each atom is followed by the atoms it is bonded to, with distances in Å.
Element x y z (Å)
1 C 0.16488 0.07199 -1.16029  C2 1.519, N4 1.490, H5 1.249, H6 1.177
2 C 0.01101 1.22979 -0.18911  C1 1.519, C3 1.534, H7 1.051, H8 1.026
3 C 0.17024 2.68238 -0.65428  C2 1.534, H9 1.055, H10 1.042, H11 1.091
4 N 0.26047 -1.24064 -0.46088  C1 1.490, H12 1.006, H13 1.103
5 H 1.23915 0.44944 -1.67435  C1 1.249
6 H -0.46227 0.03095 -2.15522  C1 1.177
7 H 0.78210 0.98983 0.48325  C2 1.051
8 H -0.75680 1.10415 0.48038  C2 1.026
9 H 1.01933 2.96491 -1.21289  C3 1.055
10 H 0.13887 3.39921 0.10202  C3 1.042
11 H -0.62705 2.93141 -1.35619  C3 1.091
12 H -0.63889 -1.68190 -0.55775  N4 1.006
13 H 0.94776 -1.92518 -0.98485  N4 1.103
14 H -2.30546 -1.73215 1.28484  O16 0.979
15 H -1.97871 -3.25793 1.73512  O16 0.963
16 O -2.41013 -2.68613 1.09076  H14 0.979, H15 0.963
17 H 1.70616 -0.54047 2.19325  O19 1.057
18 H 1.13131 -1.23516 1.12363  O19 0.975
19 O 1.60800 -1.55449 1.91254  H17 1.057, H18 0.975

Here are the Mulliken charges for atoms 1 to 2, given in e: -0.3482 -0.4153